[1]
Here is a structure of composition C7H16N2 from the Open Molecules 2025 dataset. Energies are from wB97M-V/def2-TZVPD.

```
25
Properties=species:S:1:pos:R:3:forces:R:3
C -1.55269 0.88835 0.47791 -2.5 -4.2 -0.1
C -0.61775 0.00169 1.31090 -2.9 0.3 4.0
C -0.08871 -0.46264 -0.84142 1.4 1.3 -1.3
C 0.46402 1.55824 -0.32677 3.3 -2.1 -0.8
C 1.49430 -2.29741 0.79097 -1.3 1.2 0.8
C -1.42421 1.52943 -1.98148 0.4 0.9 1.1
C 1.75367 -0.79450 0.95149 0.3 -1.8 -4.8
N -0.72601 0.89678 -0.75861 -2.9 1.2 -3.3
N 0.50525 -0.19953 0.44584 1.7 4.4 1.3
H -2.70030 0.46938 0.45417 3.1 0.9 -0.7
H -1.60750 1.84307 0.80718 -0.2 3.0 1.0
H -0.49261 0.47813 2.36302 0.8 -0.8 -1.9
H -1.19426 -0.91738 1.55158 0.9 0.0 -0.4
H -0.81145 -1.17454 -0.92968 -2.0 -2.3 0.3
H 0.66652 -0.66740 -1.62007 -0.3 0.9 0.1
H 1.33609 1.71851 -1.09975 -1.8 -0.9 1.5
H 0.36490 2.38335 0.33103 -0.2 0.5 0.9
H 0.60630 -2.63324 1.37527 1.0 0.0 -0.2
H 1.31997 -2.47439 -0.23694 -0.2 -0.6 -1.2
H 2.39821 -2.75183 1.04102 1.2 -1.3 0.7
H -2.18655 0.99695 -2.45124 -1.6 -1.8 0.2
H -1.83490 2.55143 -1.88364 0.7 -0.4 0.9
H -0.69152 1.50672 -2.69910 2.0 0.5 -1.8
H 2.54130 -0.49284 0.17434 -0.9 -0.4 1.3
H 2.08108 -0.56453 1.89599 0.0 1.3 2.3
```
Positions in Å, forces in eV/Å.

Output
E: -10476.80088 eV
total charge: +2
multiplicity: 1
ΔE to the lowest compared entry with this formula, charge and spin: 295.1 kJ/mol

Results of the Mulliken charge analysis, in e, for atoms 1 through 8: -0.549 -0.427 -0.581 -0.111 -1.154 -0.890 -0.329 0.102



[2]
Here is a cluster of 6 separate species, C45H67B2F42N5O9PSi in total from the Open Molecules 2025 dataset. Energies are from wB97M-V/def2-TZVPD.

```
172
Properties=species:S:1:pos:R:3:forces:R:3
C -0.84265 -4.43567 -2.80673 -0.2 0.2 0.6
C -1.31485 -3.02928 -3.09232 -0.4 -0.1 -1.2
N -0.23048 -2.05644 -3.31700 0.7 0.1 1.3
C 0.03830 -1.25632 -2.16328 -0.1 -0.6 -0.8
F 0.10571 -2.07923 -1.01558 -0.1 0.5 0.4
C -1.08983 -0.24892 -1.93105 -1.3 -0.1 0.0
O -1.76416 0.00249 -3.12156 0.5 0.3 0.0
C -3.05678 0.58534 -2.93240 -0.4 0.1 -0.5
C -4.15773 -0.43800 -2.64471 0.1 -0.4 0.2
C -5.33309 -0.26500 -3.60804 0.0 0.6 0.2
C -4.57420 -0.54385 -1.16279 -0.1 0.1 -0.4
C -4.83125 0.75629 -0.40932 -0.2 -0.2 0.2
C -5.74525 1.72673 -1.14270 0.7 0.3 0.2
C -5.37188 0.44486 0.99715 0.5 0.3 0.0
N -0.64276 1.01212 -1.28477 1.5 -1.3 0.4
B -0.58098 0.78780 0.21791 -0.6 1.1 0.8
O 0.59860 0.82552 0.91085 0.2 0.2 -0.2
O -1.75444 0.53926 0.87405 0.3 -0.9 -1.0
C 0.51734 1.52147 -1.83211 -0.1 0.6 0.5
N 0.84005 2.76311 -1.51524 0.1 0.8 -0.4
B 2.10009 3.50082 -1.94608 0.1 -0.9 -0.4
O 1.89189 4.63829 -2.66808 0.1 -0.3 -0.8
N 3.39663 3.02786 -1.59033 -0.3 2.0 0.8
C 4.45543 3.88670 -2.16800 0.3 -0.5 0.1
C 3.60779 3.01539 -0.11650 0.0 -0.5 -0.6
P -0.24579 3.70237 -0.44355 -0.5 -0.8 1.4
C 0.67603 5.19816 0.01678 -0.3 0.0 -0.8
C -1.67795 4.17467 -1.44620 0.3 -0.2 -0.5
N 1.32423 0.82534 -2.69326 -1.3 -0.6 -0.4
Si 1.08106 1.23879 -4.46207 0.8 0.7 -1.0
C 1.01493 -0.21781 -5.60401 -0.2 0.0 0.3
C -0.39673 2.37462 -4.71812 0.3 0.2 0.6
C 2.59860 2.23527 -4.96942 -0.2 -0.3 0.3
C 1.40898 -0.58400 -2.32513 0.5 0.0 0.0
F 2.14437 -0.66013 -1.16302 -0.3 0.1 0.0
H -0.34679 -4.44607 -1.84153 0.3 -0.2 0.0
H -0.20117 -4.82984 -3.58611 0.1 0.0 -0.1
H -1.72383 -5.06200 -2.71104 -0.1 -0.3 -0.1
H -1.99620 -2.70108 -2.31749 0.1 0.2 0.2
H -1.90752 -3.06535 -4.00588 -0.1 0.1 -0.1
H 0.62753 -2.56756 -3.50287 -0.2 -0.1 -0.2
H -1.79925 -0.71806 -1.24846 0.1 0.1 0.3
H -3.28602 1.05762 -3.88448 0.1 0.1 -0.2
H -3.02710 1.38767 -2.19861 0.2 0.0 0.3
H -3.72001 -1.40034 -2.90303 0.1 -0.2 0.0
H -5.11149 -0.69609 -4.57824 0.0 -0.2 -0.1
H -5.55016 0.78749 -3.77080 -0.1 0.2 -0.1
H -6.24155 -0.68505 -3.19413 -0.1 -0.3 -0.1
H -5.48480 -1.14138 -1.13285 -0.1 -0.1 0.0
H -3.82906 -1.13326 -0.62652 0.1 0.0 0.2
H -3.87775 1.26445 -0.27346 0.2 0.0 0.0
H -6.72777 1.32672 -1.36817 -0.1 -0.1 -0.1
H -5.25334 2.07244 -2.04521 -0.2 0.0 -0.3
H -5.84217 2.61313 -0.52139 -0.3 0.1 0.1
H -5.29968 -0.61123 1.23323 -0.2 -0.2 0.0
H -4.76800 0.96318 1.73813 0.0 0.1 0.2
H -6.39092 0.79219 1.12456 -0.3 -0.1 0.0
H 0.88771 1.73596 1.05309 0.1 -0.2 0.1
H -1.79183 -0.38375 1.17742 -0.4 0.4 0.5
H 1.20983 4.52182 -3.34485 -0.1 0.4 0.3
H 5.42491 3.45183 -1.94154 0.1 -0.2 0.1
H 4.45034 4.88796 -1.74358 -0.1 0.2 0.0
H 4.37733 3.95451 -3.24370 -0.2 0.0 -0.2
H 2.78095 2.51891 0.38078 0.0 -0.3 0.1
H 4.54378 2.51067 0.09151 0.0 -0.2 0.2
H 3.68167 4.03092 0.27145 0.1 0.2 0.0
H 0.90200 5.87924 -0.79705 0.2 0.0 0.0
H 0.00439 5.70784 0.70078 -0.1 0.0 0.2
H 1.56044 4.90251 0.56779 0.2 0.1 0.1
H -1.45887 4.35958 -2.49420 0.1 0.3 -0.1
H -2.17630 5.03083 -1.00581 0.0 0.2 0.1
H -2.36648 3.33804 -1.40897 -0.2 -0.1 0.1
H 1.71800 -0.99804 -5.35386 0.1 -0.3 0.1
H 1.32776 0.15110 -6.57829 0.0 0.2 -0.1
H 0.02332 -0.64266 -5.69600 -0.2 -0.2 0.1
H -1.08800 2.42229 -3.88203 -0.2 -0.2 0.0
H -0.03335 3.38828 -4.88184 0.1 0.2 -0.1
H -0.93520 2.10477 -5.61951 -0.2 -0.2 -0.1
H 2.31434 3.23081 -5.29700 0.1 0.2 -0.1
H 3.12120 1.74405 -5.78329 0.0 -0.1 -0.2
H 3.31538 2.32479 -4.16047 0.1 0.0 0.2
H 1.97024 -1.15087 -3.06408 0.1 0.3 -0.3
C -1.42142 -5.57720 1.44928 0.4 -0.4 -0.3
C -2.27380 -4.31733 1.19739 -0.3 -0.1 0.3
C -1.84782 -3.03975 1.93802 0.2 -0.3 0.1
F -1.98051 -3.19789 3.26039 -0.2 0.2 0.0
F -2.64881 -2.00230 1.55428 -0.1 0.0 -0.1
F -3.57602 -4.57653 1.41664 0.1 0.1 0.1
F -2.14000 -4.00963 -0.12669 0.1 0.0 -0.1
O -1.88712 -6.52623 2.39711 -0.3 0.6 0.2
C -1.58212 -6.35342 3.73337 0.2 -0.2 -0.5
C -2.84714 -6.21523 4.58778 -0.1 -0.1 0.2
F -3.58985 -5.16612 4.18411 0.1 0.1 0.0
F -2.47574 -6.00474 5.87194 0.0 0.0 -0.1
F -0.74419 -5.31493 3.88995 0.0 -0.1 0.4
F -0.94690 -7.46184 4.16319 0.0 0.1 0.0
H -1.42883 -6.11591 0.50250 -0.1 0.0 0.0
H -0.38218 -5.30919 1.63559 0.0 0.2 0.1
H -0.81477 -2.77594 1.69142 0.0 -0.1 0.0
H -3.44664 -7.12494 4.52076 0.0 0.0 0.0
C 0.30207 0.12839 6.15228 0.2 0.2 -0.6
C 0.00484 0.62485 7.57942 -0.4 -0.5 0.0
C 1.08439 0.42020 8.64371 0.0 0.2 0.3
F 1.32875 -0.88639 8.85904 -0.1 -0.1 -0.2
F 0.65513 0.95607 9.81249 -0.1 0.0 -0.1
F -1.17194 0.11875 8.00246 0.1 0.0 0.0
F -0.14676 1.97727 7.47731 0.1 0.1 0.0
O -0.25072 -1.11192 5.73608 -0.1 -0.2 0.6
C 0.38762 -2.31521 5.91656 0.2 0.6 -0.3
C -0.42864 -3.27699 6.78706 -0.1 -0.1 0.0
F -0.62890 -2.75395 8.00924 0.1 0.1 0.0
F 0.26600 -4.42990 6.91969 0.0 0.0 0.0
F 1.64600 -2.15740 6.36891 -0.1 0.0 0.1
F 0.47978 -2.89682 4.69462 0.1 0.0 -0.1
H -0.19525 0.85376 5.51056 -0.1 0.0 0.0
H 1.36509 0.19567 5.92000 0.1 -0.1 0.2
H 2.00465 0.92090 8.35538 0.1 0.0 -0.1
H -1.39384 -3.48240 6.31878 0.0 0.0 0.0
C 6.14572 -0.85285 9.89432 -0.5 -0.1 0.3
C 7.68422 -0.80738 9.93695 -0.1 -0.2 -0.5
C 8.36238 0.55738 10.09467 0.2 0.1 0.2
F 8.09578 1.36370 9.04739 -0.2 -0.1 -0.1
F 9.69918 0.37070 10.14544 0.0 0.0 0.0
F 8.18853 -1.45108 8.86253 0.0 0.1 0.0
F 8.04673 -1.51455 11.04290 0.0 0.1 0.1
O 5.51451 -0.96804 8.62363 0.5 0.2 -0.3
C 5.17021 0.10938 7.85783 -0.1 -0.2 0.6
C 5.87086 0.08937 6.49536 0.0 -0.1 -0.2
F 7.20377 0.13414 6.64219 0.0 0.1 0.1
F 5.47949 1.17945 5.78873 0.0 0.0 0.0
F 5.34195 1.27933 8.49789 0.1 -0.1 -0.1
F 3.83632 0.00319 7.59511 0.1 0.0 -0.1
H 5.88990 -1.78818 10.38801 0.0 0.0 0.0
H 5.70078 -0.06208 10.49758 0.1 0.2 -0.1
H 8.04145 1.04448 11.01949 0.0 0.0 0.0
H 5.59851 -0.81567 5.94824 0.0 0.0 0.0
C -6.45034 6.60251 -6.11683 0.2 0.5 -0.3
C -7.77972 5.82485 -6.12130 0.3 -0.4 0.1
C -8.77252 6.08198 -4.98271 -0.2 0.1 0.0
F -8.25402 5.72781 -3.78892 0.2 0.0 0.0
F -9.87432 5.33178 -5.19619 0.0 0.0 0.0
F -7.53067 4.50119 -6.22590 0.0 0.0 0.1
F -8.42969 6.20754 -7.25412 0.0 0.2 0.0
O -5.28537 5.93467 -5.64045 -0.3 -0.4 0.3
C -4.90618 5.94177 -4.32715 -0.1 0.4 -0.3
C -4.86596 4.52358 -3.75063 0.0 -0.4 0.1
F -6.07488 3.94384 -3.81226 -0.1 0.1 0.0
F -4.49188 4.57076 -2.44450 0.0 0.1 -0.1
F -5.65223 6.76263 -3.57045 0.0 -0.1 0.0
F -3.62822 6.40074 -4.27478 0.0 0.0 0.1
H -6.23294 6.76870 -7.16994 0.0 -0.1 0.0
H -6.56052 7.59076 -5.67157 -0.1 -0.1 0.2
H -9.06503 7.13512 -4.95411 0.0 0.0 0.0
H -4.15339 3.90606 -4.30429 0.1 0.1 0.0
C 4.73112 -5.37683 -3.13614 -0.4 -0.2 0.4
C 6.23503 -5.50013 -3.44483 -0.2 0.0 -0.5
C 7.15093 -4.34112 -3.03714 0.2 0.0 0.1
F 6.82600 -3.20542 -3.69031 -0.2 0.0 -0.1
F 8.42026 -4.65971 -3.36169 0.0 0.0 0.0
F 6.40696 -5.78770 -4.75103 0.0 0.1 0.0
F 6.67371 -6.57038 -2.72782 0.0 0.0 0.2
O 3.86037 -4.99241 -4.19741 0.5 0.3 -0.3
C 3.57009 -3.69481 -4.49300 0.1 -0.4 0.3
C 3.99535 -3.32149 -5.91817 0.0 0.1 -0.3
F 5.31795 -3.45905 -6.07801 0.1 0.0 0.2
F 3.67127 -2.01751 -6.12701 0.0 -0.1 0.0
F 4.05044 -2.82383 -3.58466 0.1 0.0 -0.1
F 2.20898 -3.56667 -4.45939 -0.1 0.0 0.0
H 4.41784 -6.39377 -2.90914 0.0 0.0 -0.1
H 4.54983 -4.79548 -2.23238 0.1 0.2 -0.1
H 7.09788 -4.16713 -1.95868 0.0 0.0 0.0
H 3.48327 -3.94738 -6.65165 -0.1 0.0 0.1
```
Positions in Å, forces in eV/Å.

Output
E: -206285.92687 eV
total charge: +1
multiplicity: 1

Results of the Mulliken charge analysis, in e, for atoms 1 through 8: -1.512 0.438 0.392 1.143 -0.568 -0.504 -0.410 0.450



[3]
Here is a structure of composition C37H45IN3O6PrS2 from the Open Molecules 2025 dataset. Energies are from wB97M-V/def2-TZVPD.

```
95
Properties=species:S:1:pos:R:3:forces:R:3
Pr 0.46646 -0.53911 0.00330 -0.3 0.8 -0.6
C -1.16876 -2.14783 -3.29395 0.1 0.0 0.0
O -1.30430 -1.38725 -2.10617 -0.1 0.1 0.1
C -2.35026 -0.43572 -2.13157 0.1 0.2 0.0
C -1.78604 0.96580 -2.28237 -0.2 -0.2 -0.1
O -1.33859 1.38839 -0.98593 0.1 -0.2 -0.1
C -0.99694 2.76484 -0.93224 0.3 0.1 0.0
C 0.44151 3.02251 -1.32469 -0.2 -0.1 -0.1
O 1.29328 2.24529 -0.50862 -0.1 0.2 0.2
C 2.65581 2.55251 -0.78613 0.2 0.0 -0.1
H -1.94259 -2.92092 -3.33950 0.0 0.0 0.0
H -0.18288 -2.60674 -3.27142 0.0 0.0 0.0
H -1.23250 -1.51298 -4.18219 0.1 0.0 0.0
H -3.05792 -0.65164 -2.93511 0.0 0.0 0.0
H -2.86572 -0.49644 -1.16973 -0.1 -0.1 0.0
H -2.55672 1.65597 -2.64291 0.0 0.0 0.1
H -0.94463 0.94460 -2.98056 0.0 0.1 0.0
H -1.15578 3.08460 0.09379 -0.1 0.0 0.0
H -1.66386 3.34332 -1.57906 0.0 0.0 0.0
H 0.66163 4.09019 -1.19410 0.0 0.0 0.0
H 0.60255 2.76269 -2.37418 0.1 0.0 -0.1
H 2.86573 2.45868 -1.85490 -0.1 -0.1 0.0
H 3.27222 1.84416 -0.24317 0.0 0.0 0.0
H 2.88420 3.57561 -0.46290 -0.1 0.0 0.0
C 1.83444 -4.64828 -1.90505 -0.1 -0.2 0.0
C 1.81245 -3.35935 -1.35310 0.0 0.1 0.1
N 0.77718 -2.87981 -0.69826 0.0 -0.7 -0.2
C -0.31384 -3.67065 -0.49664 -0.2 -0.3 0.1
C -0.35345 -5.00808 -0.97028 0.1 0.3 0.1
C 0.75350 -5.46265 -1.71959 0.0 0.1 0.0
C -1.43506 -5.84750 -0.63875 -0.2 -0.1 0.1
C -2.42285 -5.37008 0.17998 0.1 -0.2 -0.1
C -2.40886 -4.04723 0.63412 0.2 0.4 -0.1
C -1.41020 -3.14740 0.27242 -0.4 -0.5 -0.1
N -1.46745 -1.81555 0.61509 0.3 0.5 -0.2
C -1.86375 -1.56557 1.92206 -0.1 -0.1 0.4
C -3.04386 -0.98255 2.32545 0.1 -0.1 -0.3
C -3.37796 -0.91356 3.69359 0.0 0.0 0.2
C -2.54251 -1.39967 4.66386 -0.2 0.1 0.0
C -1.27497 -1.91661 4.30203 0.1 -0.1 -0.3
C -0.31726 -2.40712 5.21697 0.1 0.0 0.0
C 0.90055 -2.82349 4.75645 -0.1 0.0 0.1
C 1.19465 -2.68909 3.38469 0.0 0.1 -0.1
N 0.32609 -2.26163 2.50235 0.1 -0.1 0.1
C -0.91912 -1.94385 2.93577 -0.2 0.2 0.2
H 2.70785 -4.98513 -2.44559 0.0 0.0 0.0
H 2.66758 -2.70376 -1.45614 0.0 0.1 0.0
H 0.73288 -6.47142 -2.11544 0.0 0.0 0.0
H -1.45285 -6.86395 -1.01202 0.0 0.0 0.0
H -3.23874 -6.01682 0.47955 0.0 0.0 0.0
H -3.22212 -3.67889 1.24744 0.0 0.0 0.0
H -3.74743 -0.63452 1.57820 0.0 -0.1 0.0
H -4.34271 -0.50609 3.97372 0.0 0.0 0.0
H -2.83749 -1.38857 5.70685 0.0 0.0 0.0
H -0.55789 -2.44088 6.27373 0.0 0.0 0.0
H 1.65317 -3.21652 5.42583 0.0 0.0 0.0
H 2.18922 -2.90798 3.01266 0.0 0.0 0.0
O 4.77362 0.55693 -8.59153 0.1 0.0 -0.1
C 3.99354 1.42562 -7.90466 0.0 0.1 -0.1
O 3.78773 2.51156 -8.37660 0.0 0.0 0.0
C 3.43477 0.97289 -6.60849 -0.1 0.0 0.3
C 3.74673 -0.23807 -5.98517 0.0 0.1 -0.2
C 3.18742 -0.58346 -4.77334 0.0 0.0 0.1
C 2.27963 0.26522 -4.11930 0.1 0.1 -0.2
S 1.55819 -0.21535 -2.61977 0.0 0.0 -0.1
C 1.97521 1.48220 -4.75176 0.0 -0.1 0.1
C 2.53897 1.82533 -5.96108 0.1 0.0 -0.2
H 4.84574 -0.28364 -8.13035 0.0 0.0 0.1
H 4.44541 -0.93712 -6.43423 0.0 0.0 0.0
H 3.44376 -1.52385 -4.30331 0.0 0.0 0.0
H 1.27425 2.15842 -4.28384 0.0 0.0 0.0
H 2.29473 2.76430 -6.43983 0.0 0.0 0.0
I 3.22692 -0.63155 1.14900 0.7 -0.1 0.3
C -2.82081 2.92514 5.69976 0.0 -0.1 -0.1
C -2.53108 2.59774 4.23741 0.0 0.0 0.1
C -1.17956 1.90033 4.06917 -0.1 0.2 -0.3
S -0.52678 2.19292 2.38549 0.3 0.3 0.7
O -0.07818 0.86848 1.84020 -0.1 -0.3 0.2
C 1.02332 3.03078 2.85579 -0.2 0.0 -0.1
C 0.79180 4.47739 3.28444 -0.1 0.0 -0.1
C 0.14668 5.34071 2.19712 0.1 -0.1 0.1
H -3.80189 3.38792 5.80417 0.0 0.0 0.0
H -2.07468 3.61679 6.09600 0.0 0.0 0.0
H -2.80242 2.02053 6.31019 0.0 0.0 0.0
H -2.54432 3.52227 3.65220 0.0 0.0 0.0
H -3.31981 1.95857 3.83837 0.0 0.0 -0.1
H -1.25867 0.81772 4.16404 0.0 0.0 0.0
H -0.45510 2.27746 4.79186 0.1 0.0 0.0
H 1.64507 2.96725 1.96119 -0.1 0.0 0.0
H 1.48129 2.42534 3.63821 0.0 -0.1 0.0
H 1.76180 4.90340 3.54575 0.0 -0.1 0.1
H 0.18197 4.50993 4.19251 0.0 0.0 0.0
H 0.74561 5.31320 1.28426 0.0 0.0 0.0
H 0.07172 6.37757 2.52359 0.0 0.0 0.0
H -0.85766 4.99286 1.95495 0.0 0.0 0.0
```
Positions in Å, forces in eV/Å.

Output
E: -99698.52986 eV
multiplicity: 3

Results of the Mulliken charge analysis, in e, for atoms 1 through 8: -0.241 -0.840 0.487 -0.830 -0.235 0.157 -0.807 0.148